# C29H64F3N2O12

A cluster of 5 separate species, C29H64F3N2O12 in total at a distorted geometry (the ωB97M-V functional and the def2-TZVPD basis, the OMol25 dataset).

```
! wB97M-V def2-TZVPD RIJCOSX def2/J DEFGRID3
* xyz 1 1
F -4.362 5.127 -1.091
F -3.267 6.969 -0.822
F -5.431 6.997 -0.843
O 6.225 0.050 -5.657
O -3.256 -4.633 2.098
O 4.083 1.164 -3.984
O 1.472 -1.708 3.392
O -0.553 1.537 -1.498
O 1.501 4.909 -4.075
O -3.152 6.140 -3.452
O -6.023 -5.119 1.203
O 3.002 -7.292 4.430
O 3.013 -4.543 5.497
O 0.166 0.868 2.866
O -4.541 -0.568 0.342
N -2.549 2.363 -2.037
N 1.780 5.184 -1.813
C 2.466 -1.076 4.184
C -0.482 -0.400 2.834
C -4.342 6.663 -2.914
C 2.583 -4.911 4.195
C 4.413 -4.639 5.681
C 2.017 -6.312 4.159
C 7.055 -0.082 -4.517
C 1.057 1.024 1.776
C 2.483 4.416 -0.780
C -1.836 1.565 -0.959
C -3.188 4.767 -3.818
C -2.479 0.263 -0.585
C 4.697 2.436 -4.101
C 4.943 -0.528 -5.505
C -3.622 0.500 0.423
C -2.803 -5.584 1.152
C 0.846 3.019 -2.824
C -5.575 -3.947 1.856
C 0.759 6.097 -1.301
C -0.269 2.922 -1.797
C -4.123 -3.652 1.555
C -1.648 3.567 -2.174
C 2.958 -7.797 5.751
C 1.400 4.438 -2.957
C -4.348 6.462 -1.407
C -6.094 -6.255 2.049
C 0.147 -1.398 3.779
C 3.887 0.520 -5.236
C -1.787 4.204 -3.553
H 7.932 0.541 -4.683
H -1.944 4.290 -1.409
H 4.794 -5.614 5.368
H -6.275 -7.119 1.413
H -1.826 2.240 -0.084
H -2.295 -6.372 1.703
H -1.497 3.497 -4.339
H 0.119 -1.014 4.803
H 2.905 0.035 -5.210
H -1.727 -0.389 -0.131
H -3.202 0.548 1.436
H -2.894 -0.281 -1.440
H 1.996 3.474 -0.503
H 2.944 -6.992 6.490
H -3.462 4.644 -4.872
H 4.697 -1.043 -6.439
H 3.422 -1.245 3.693
H 2.290 -0.001 4.267
H -1.530 -0.257 3.120
H 2.566 5.035 0.117
H -6.186 -3.113 1.493
H 7.380 -1.119 -4.389
H -5.721 -4.027 2.938
H -6.921 -6.161 2.759
H 4.611 -4.504 6.743
H 0.083 3.364 -0.858
H 0.030 5.620 -0.628
H 1.246 6.898 -0.739
H -4.386 7.737 -3.114
H -0.438 -2.323 3.748
H -1.082 5.036 -3.618
H -3.947 4.261 -3.210
H 1.675 1.902 1.957
H 3.852 -8.400 5.897
H -3.979 -3.568 0.473
H 2.078 -8.433 5.898
H 1.703 0.151 1.662
H -3.857 -2.692 2.007
H 0.477 2.742 -3.815
H 3.501 4.197 -1.116
H 1.634 2.289 -2.596
H -0.451 -0.797 1.813
H -2.455 1.821 -2.898
H 4.947 -1.269 -4.700
H 4.937 -3.855 5.122
H -3.633 -6.018 0.589
H 3.882 1.257 -6.045
H 1.624 -6.507 3.156
H 3.995 3.164 -4.523
H -3.520 2.549 -1.796
H 1.806 -4.200 3.898
H -2.093 -5.130 0.450
H 6.547 0.249 -3.608
H 3.409 -4.824 3.482
H 0.228 6.567 -2.133
H 0.493 1.171 0.844
H 1.188 -6.394 4.869
H 2.502 -1.518 5.184
H -4.110 1.474 0.253
H -5.446 -0.250 0.277
H 4.976 2.755 -3.097
H 5.595 2.400 -4.719
H -5.163 -6.403 2.600
H -5.241 6.201 -3.336
*
```

The calculated total energy is -2454.911507 Eh. The calculation puts the HOMO energy at -10.4 eV. As for the gap between HOMO and LUMO: 7.46 eV.